The following is a quantum chemistry calculation of C5H11NO in the gas phase, from the Open Molecules 2025 dataset.

Properties
E_HOMO	-0.35253	Ha
LUMO energy	0.031	Eh
SMILES	CCCNC(C)=O
DFT total energy	-327.1261	hartree
orbital gap	0.38392	Ha
ΔE to the lowest compared entry with this formula, charge and spin	3.3	kcal/mol

Last column: natural (NBO) charge in e.
Cartesian coordinates (Å):
1 C 1.27 1.13 1.17  -0.613
2 C 1.18 -0.38 1.40  -0.416
3 C -0.23 -0.95 1.18  -0.217
4 N -0.97 -0.35 0.08  -0.620
5 C -0.68 -0.65 -1.21  0.673
6 C -1.57 0.00 -2.25  -0.707
7 O 0.23 -1.41 -1.51  -0.632
8 H 2.05 1.59 1.78  0.214
9 H 1.50 1.35 0.12  0.212
10 H 0.32 1.64 1.41  0.192
11 H 1.87 -0.90 0.73  0.221
12 H 1.48 -0.63 2.43  0.202
13 H -0.17 -2.02 0.99  0.218
14 H -0.84 -0.81 2.08  0.193
15 H -1.61 0.40 0.28  0.394
16 H -0.97 0.60 -2.93  0.238
17 H -2.36 0.62 -1.82  0.205
18 H -2.04 -0.80 -2.84  0.242